111
Properties=species:S:1:pos:R:3 method="wB97M-V/def2-TZVPD" charge=-1 homo_ev=-6.32 e_above_lowest_kj_mol=491.6 gap_ev=6.4 lumo_ev=0.064
C -2.643 3.510 4.889
N 1.558 4.066 -1.031
O -3.855 3.070 1.425
C -0.499 2.006 5.247
H -4.084 5.168 -4.687
H 2.544 0.647 2.222
C -0.098 -0.422 0.122
C 0.902 2.758 -0.783
C 0.755 5.087 -1.637
H 0.120 0.940 3.582
O -1.221 -4.317 0.360
H 1.624 2.150 -0.241
H 4.686 0.858 -4.840
C 4.077 0.275 3.749
O -6.458 -4.140 0.038
H -1.317 3.430 6.881
O 7.995 -1.378 3.899
C 3.801 0.970 -2.450
C -3.561 4.203 -4.126
H 5.336 -5.148 3.059
H 3.682 -0.744 -5.222
O 1.148 -0.550 0.178
H -0.154 -2.922 -0.754
H 2.933 0.823 -5.712
O 0.946 -1.678 3.807
H 3.558 -0.540 0.311
C -1.734 1.879 2.974
H -3.555 -4.834 -1.192
O -0.756 -0.673 1.247
C 2.918 4.340 -0.631
C 3.442 0.208 2.359
O 1.127 -0.583 -4.358
N 3.049 0.417 -3.606
H 3.456 0.788 -1.334
H 4.663 -3.348 4.510
H 5.814 -0.399 4.783
H 3.567 5.208 -0.851
O 7.909 -2.469 1.968
C 3.967 -5.127 1.591
C -2.363 2.951 -2.258
C -3.593 3.008 -5.166
H -7.623 0.719 -0.747
N -1.792 -3.793 -1.752
N -2.676 0.596 -5.535
C -1.033 -3.674 -0.660
C -2.755 2.910 3.490
O 3.651 3.425 -0.123
H -0.124 -1.016 1.811
O -2.345 0.813 -6.750
C -0.674 1.523 3.917
H 1.511 -0.191 -2.284
H -3.283 -1.702 0.332
C -2.842 1.777 -4.651
C -5.662 0.934 -0.477
C -2.756 -4.844 -1.872
C -4.248 0.173 -0.154
H -2.098 -2.094 -2.248
O -4.613 -3.836 1.252
H 3.998 2.115 -2.741
H -3.233 -5.075 -2.816
H 0.156 1.572 6.017
H 4.799 0.481 -2.294
C 4.538 -4.818 2.798
C 1.977 -3.608 1.998
H -0.753 -2.509 -3.232
H -8.008 -1.741 -0.212
O -5.028 3.862 3.165
H 0.920 -3.262 1.972
H -3.098 5.200 -2.308
C 1.751 -0.019 -3.434
O -0.757 0.337 -0.723
C 4.011 -0.539 1.242
H -2.093 2.882 -1.192
N -4.012 3.184 2.691
C -4.326 -1.303 0.014
H 2.062 -5.006 0.416
C -1.761 -2.756 -2.779
C 2.622 -4.612 1.052
H 5.691 -1.847 0.472
H -0.192 4.900 -1.768
C 3.910 -3.786 3.762
C -5.601 -2.009 0.264
N -5.556 -3.356 0.648
H 0.611 6.171 -1.203
C 6.118 -1.267 2.625
H -2.221 -5.736 -1.691
H 4.331 -5.959 0.959
N 2.052 -2.314 4.218
N 7.410 -1.833 2.848
C -6.878 0.157 -0.470
H -2.751 -2.695 -3.476
C 3.621 0.352 -4.945
H -1.951 1.437 1.911
H -3.363 4.250 5.276
O 2.683 -1.873 5.255
C 5.360 -0.518 3.845
C -6.966 -1.318 -0.074
C -2.220 1.731 -3.187
H -3.321 0.573 -0.226
C -3.055 4.254 -2.841
C 5.370 -1.284 1.339
C 2.703 -3.040 3.272
C -1.445 3.084 5.801
H -5.692 1.897 -0.621
H 1.153 5.403 -2.475
H -3.803 3.110 -6.241
H 0.923 2.318 -1.709
H -1.951 0.769 -2.725
O -2.868 -0.535 -5.099
H 0.268 2.785 -0.081
H 3.545 0.588 4.835